Entry 1
{"formula": "C3H14N2O2", "method": "ωB97M-V with the def2-TZVPD basis set", "orbital_gap_ev": 10.1, "elements": ["C", "C", "N", "C", "N", "H", "H", "H", "H", "H", "H", "H", "H", "H", "H", "O", "H", "H", "O", "H", "H"], "positions_angstrom": [[-0.501, -0.290, -2.479], [-0.522, -0.609, -1.003], [-0.004, 0.547, -0.198], [-0.170, 0.441, 1.231], [0.278, 1.540, 2.016], [-1.026, 0.531, -2.925], [-0.831, -1.090, -3.273], [0.592, -0.266, -2.701], [-1.553, -0.968, -0.702], [0.159, -1.384, -0.720], [-0.655, 1.323, -0.343], [0.316, -0.514, 1.647], [-1.196, 0.119, 1.557], [1.259, 1.727, 1.816], [-0.315, 2.353, 1.815], [-1.064, -2.702, 1.709], [-1.513, -3.127, 2.462], [-0.127, -2.939, 1.748], [2.417, 1.895, -0.280], [2.973, 1.847, -1.064], [1.485, 1.567, -0.314]], "mulliken_charge": [-1.1563, -0.3266, -0.3590, -0.5792, -0.6038, 0.3431, 0.3103, 0.2482, 0.2492, 0.3289, 0.2551, 0.2061, 0.3839, 0.3087, 0.2662, -0.6005, 0.2936, 0.3206, -0.7283, 0.2939, 0.5460]}

***

Entry 2
{"formula": "C3H14N2O2", "method": "ωB97M-V with the def2-TZVPD basis set", "orbital_gap_ev": 9.7, "elements": ["C", "C", "N", "C", "N", "H", "H", "H", "H", "H", "H", "H", "H", "H", "H", "O", "H", "H", "O", "H", "H"], "positions_angstrom": [[-1.126, -0.296, -1.658], [0.224, 0.058, -0.803], [-0.148, 0.922, 0.331], [-1.277, 0.173, 1.048], [-1.351, 0.565, 2.446], [-1.269, -1.310, -1.972], [-1.138, 0.219, -2.656], [-2.073, -0.065, -1.136], [0.619, -0.990, -0.501], [0.999, 0.516, -1.443], [-0.507, 1.781, 0.076], [-1.171, -0.877, 0.838], [-2.240, 0.391, 0.446], [-0.439, 0.552, 2.950], [-1.828, 1.485, 2.588], [2.341, -1.046, -4.046], [1.397, -1.227, -3.628], [3.002, -1.363, -3.360], [1.988, 0.552, 3.580], [1.666, 0.081, 2.754], [2.331, -0.122, 4.148]], "mulliken_charge": [-0.9850, -0.3816, -0.3664, -0.6900, -0.5270, 0.3444, 0.3083, 0.2674, 0.1858, 0.4157, 0.2384, 0.4578, 0.2850, 0.2295, 0.2469, -0.6616, 0.3281, 0.3276, -0.6615, 0.3108, 0.3273]}

***

Entry 3
{"formula": "C3H14N2O2", "method": "ωB97M-V with the def2-TZVPD basis set", "orbital_gap_ev": 4.2, "elements": ["N", "C", "C", "N", "C", "H", "H", "H", "H", "H", "H", "H", "H", "H", "H", "H", "H", "O", "H", "H", "O"], "positions_angstrom": [[2.252, 1.057, -1.768], [0.456, -1.153, 1.139], [-0.532, -0.006, 0.995], [-1.720, -0.524, 0.460], [-2.683, 0.503, 0.012], [2.393, 1.124, -0.758], [0.208, -1.776, 1.992], [0.483, -1.646, 0.134], [1.431, -0.619, 1.220], [-0.013, 0.708, 0.290], [-0.693, 0.516, 1.942], [-1.403, -0.931, -0.463], [-2.653, 1.388, 0.630], [-3.646, 0.049, -0.119], [-2.295, 0.818, -0.981], [1.258, 0.898, -1.879], [0.244, -1.582, -2.068], [-0.356, -1.014, -1.563], [2.628, 0.158, -2.051], [2.602, 0.965, 1.813], [2.041, 1.068, 1.023]], "mulliken_charge": [-0.8382, -0.8309, -0.2688, -0.3114, -0.8219, 0.4197, 0.3575, 0.2297, 0.2866, 0.2943, 0.5159, 0.4788, 0.3573, 0.3105, 0.3016, 0.2720, 0.2148, -0.7207, 0.2179, 0.2445, -0.7091]}

***

Of them, entry 1 has the highest stability.

***

Entry 1
{"formula": "C3H8O", "method": "ωB97M-V with the def2-TZVPD basis set", "orbital_gap_ev": 9.4, "elements": ["C", "C", "O", "H", "H", "H", "H", "C", "H", "H", "H", "H"], "positions_angstrom": [[-0.120, -0.156, -0.163], [1.181, -0.547, -0.188], [1.843, -1.176, 0.858], [-0.842, -0.456, -0.834], [-0.344, 0.233, 0.838], [1.946, -0.373, -0.996], [1.411, -2.043, 1.083], [-2.334, 1.623, -0.490], [-2.649, 0.718, -1.064], [-3.202, 2.315, -0.450], [-1.578, 2.251, -0.895], [-1.844, 1.243, 0.503]], "mulliken_charge": [-0.5822, -0.1159, -0.5258, 0.3270, 0.2297, 0.2838, 0.3594, -0.9620, 0.2128, 0.3044, 0.3216, 0.1472]}

***

Entry 2
{"formula": "C3H8O", "method": "ωB97M-V with the def2-TZVPD basis set", "orbital_gap_ev": 10.5, "elements": ["C", "C", "C", "H", "H", "H", "H", "H", "H", "O", "H", "H"], "positions_angstrom": [[-0.433, 0.306, -2.192], [-0.791, 0.100, -0.940], [-1.855, 0.766, -0.119], [0.339, -0.199, -2.759], [-0.735, 1.208, -2.738], [-0.309, -0.723, -0.462], [-2.868, 0.802, -0.517], [-1.820, 0.309, 0.852], [-1.570, 1.785, 0.108], [3.030, -1.582, 3.139], [3.056, -0.905, 2.449], [3.957, -1.869, 3.177]], "mulliken_charge": [-0.7454, 0.0499, -0.9568, 0.2507, 0.2289, 0.3024, 0.2823, 0.3083, 0.2798, -0.6403, 0.3184, 0.3218]}

***

Entry 3
{"formula": "C3H8O", "method": "ωB97M-V with the def2-TZVPD basis set", "orbital_gap_ev": 7.7, "elements": ["C", "C", "C", "O", "H", "H", "H", "H", "H", "H", "H", "H"], "positions_angstrom": [[-0.943, -0.016, 0.364], [0.149, -0.236, -0.451], [1.526, 0.269, -0.142], [-2.148, -0.485, 0.037], [-2.808, -0.201, 0.680], [-0.875, 0.726, 1.152], [-0.529, 1.095, -1.135], [0.029, -0.974, -1.233], [-0.022, -1.362, 0.938], [2.177, -0.570, 0.106], [1.520, 0.964, 0.698], [1.925, 0.790, -1.014]], "mulliken_charge": [-0.6204, 0.1086, -1.0666, -0.2784, 0.3573, 0.1937, 0.1282, 0.0271, 0.0677, 0.3873, 0.3252, 0.3703]}

***

Entry 4
{"formula": "C3H8O", "method": "ωB97M-V with the def2-TZVPD basis set", "orbital_gap_ev": 10.5, "elements": ["C", "O", "H", "H", "C", "C", "H", "H", "H", "H", "H", "H"], "positions_angstrom": [[-1.561, 0.454, -1.209], [-0.836, 1.430, -1.149], [-1.812, -0.008, -2.226], [-2.485, 0.336, -0.417], [0.812, -0.119, 0.990], [1.453, -1.486, 1.147], [0.354, -0.133, -0.145], [1.453, 0.767, 0.994], [-0.100, -0.014, 1.737], [0.762, -2.285, 0.858], [2.539, -1.509, 0.642], [1.759, -1.689, 2.183]], "mulliken_charge": [-0.0460, -0.3703, 0.2411, 0.1887, -0.4184, -0.8527, -0.0703, 0.3088, 0.2340, 0.2744, 0.2303, 0.2803]}

***

Of them, entry 2 has the highest stability.

***

Entry 1
{"formula": "C3H8O", "method": "ωB97M-V with the def2-TZVPD basis set", "orbital_gap_ev": 10.9, "elements": ["H", "H", "C", "C", "H", "H", "H", "H", "C", "O", "H", "H"], "positions_angstrom": [[1.352, -0.300, 0.532], [1.575, -0.783, 1.054], [0.755, 1.091, -1.216], [-0.562, 1.127, -1.044], [1.422, 1.761, -0.679], [1.223, 0.379, -1.892], [-1.228, 0.446, -1.565], [-1.032, 1.824, -0.355], [-0.873, -1.388, 1.295], [-1.718, -0.968, 0.546], [-0.584, -0.854, 2.221], [-0.330, -2.334, 1.102]], "mulliken_charge": [-0.3124, 0.3392, -0.7364, -0.4090, 0.3441, 0.2947, 0.2402, 0.2520, -0.2283, -0.3884, 0.3163, 0.2882]}

***

Entry 2
{"formula": "C3H8O", "method": "ωB97M-V with the def2-TZVPD basis set", "orbital_gap_ev": 10.5, "elements": ["C", "C", "C", "H", "H", "H", "H", "H", "H", "O", "H", "H"], "positions_angstrom": [[-1.176, -2.307, -0.482], [-0.469, -1.383, 0.154], [-0.822, -0.560, 1.359], [-0.815, -2.768, -1.389], [-2.204, -2.468, -0.167], [0.601, -1.367, -0.051], [-0.796, -1.165, 2.266], [-0.220, 0.341, 1.398], [-1.871, -0.260, 1.260], [1.977, 3.378, -0.861], [1.520, 3.626, -1.668], [2.506, 2.643, -1.193]], "mulliken_charge": [-0.6785, 0.0557, -0.9617, 0.2604, 0.2393, 0.2515, 0.2541, 0.2923, 0.2872, -0.6358, 0.3176, 0.3178]}

***

Entry 3
{"formula": "C3H8O", "method": "ωB97M-V with the def2-TZVPD basis set", "orbital_gap_ev": 10.8, "elements": ["H", "H", "C", "C", "C", "O", "H", "H", "H", "H", "H", "H"], "positions_angstrom": [[1.463, -2.641, -0.371], [1.919, -2.078, -0.195], [-1.532, 0.468, 0.006], [-0.080, 0.315, -0.456], [0.939, 0.467, 0.648], [1.993, -0.118, 0.731], [-1.627, 1.249, 0.769], [-1.932, -0.459, 0.429], [-2.171, 0.752, -0.834], [0.085, -0.615, -1.008], [0.162, 1.140, -1.141], [0.684, 1.252, 1.394]], "mulliken_charge": [0.1351, -0.1472, -1.0876, -0.1547, 0.0179, -0.4567, 0.3224, 0.3038, 0.2925, 0.2437, 0.2446, 0.2861]}

***

Of them, entry 2 has the highest stability.